{
  "formula": "C40H78O22",
  "method": "the ωB97M-V functional and the def2-TZVPD basis",
  "spin_multiplicity": 1,
  "total_charge": 0,
  "smiles": "O=C1C=C(O)C(=O)C=C1O.O=C1C=C(O)C(=O)C=C1O.COCCOC.COCCOC.COCCOC.COCCOC.COCCOC.COCCOC.COCCOC",
  "gap_ha": 0.285,
  "symbols": ["O", "C", "C", "C", "O", "C", "O", "C", "C", "O", "H", "H", "H", "H", "O", "C", "C", "C", "O", "C", "O", "C", "C", "O", "H", "H", "H", "H", "C", "O", "C", "C", "O", "C", "H", "H", "H", "H", "H", "H", "H", "H", "H", "H", "C", "O", "C", "C", "O", "C", "H", "H", "H", "H", "H", "H", "H", "H", "H", "H", "C", "O", "C", "C", "O", "C", "H", "H", "H", "H", "H", "H", "H", "H", "H", "H", "C", "O", "C", "C", "O", "C", "H", "H", "H", "H", "H", "H", "H", "H", "H", "H", "C", "O", "C", "C", "O", "C", "H", "H", "H", "H", "H", "H", "H", "H", "H", "H", "C", "O", "C", "C", "O", "C", "H", "H", "H", "H", "H", "H", "H", "H", "H", "H", "C", "O", "C", "C", "O", "C", "H", "H", "H", "H", "H", "H", "H", "H", "H", "H"],
  "positions_angstrom": [[14.4098, 23.1771, 22.6703], [13.8694, 23.9581, 21.9211], [12.4385, 23.9528, 21.6685], [11.8700, 24.6767, 20.6921], [10.5886, 24.5144, 20.3713], [12.6202, 25.7644, 19.9425], [12.1278, 26.4022, 19.0509], [14.0489, 25.8604, 20.3153], [14.6202, 25.0322, 21.1964], [15.9438, 25.0617, 21.3914], [11.8711, 23.2057, 22.2079], [10.3745, 24.9499, 19.5169], [14.6412, 26.5878, 19.7759], [16.2067, 24.3293, 21.9736], [8.5261, 29.0059, 26.8085], [9.6140, 29.5384, 26.8371], [10.1926, 30.1979, 25.6741], [11.4519, 30.6304, 25.6326], [11.9367, 31.2437, 24.5285], [12.4381, 30.4342, 26.7503], [13.6148, 30.6998, 26.6767], [11.8008, 29.9330, 27.9471], [10.5296, 29.5088, 28.0434], [9.9772, 29.1116, 29.1848], [9.5356, 30.3314, 24.8248], [12.8253, 30.8612, 24.3626], [12.4052, 29.8264, 28.8426], [9.1431, 28.6440, 29.0130], [5.9447, 18.6385, 21.2022], [7.2023, 18.9665, 21.7209], [7.2969, 19.0432, 23.1016], [8.7705, 19.0616, 23.4822], [9.4539, 17.8542, 23.2295], [9.3709, 16.8953, 24.2597], [5.9709, 18.8565, 20.1347], [5.1082, 19.2125, 21.6142], [5.6801, 17.5799, 21.2988], [6.8592, 18.1756, 23.6180], [6.8414, 19.8751, 23.6581], [8.9786, 19.4754, 24.4771], [9.3136, 19.8071, 22.8924], [9.5936, 17.3320, 25.2362], [10.1061, 16.1262, 24.0261], [8.4007, 16.3880, 24.2778], [0.0611, 27.2223, 23.5405], [-0.4775, 28.5190, 23.4114], [0.3256, 29.5133, 24.0416], [1.5631, 29.8810, 23.2365], [2.5852, 28.9086, 23.3321], [3.3396, 29.0220, 24.5214], [0.4667, 26.9550, 24.5234], [0.8234, 27.0265, 22.7866], [-0.7317, 26.4771, 23.4286], [0.6216, 29.2271, 25.0544], [-0.3359, 30.3779, 24.1173], [1.8382, 30.8990, 23.5489], [1.3282, 30.0190, 22.1811], [3.7808, 30.0145, 24.6653], [4.2074, 28.3642, 24.4777], [2.7018, 28.7461, 25.3633], [10.1409, 26.1127, 29.1226], [8.8681, 25.5356, 28.9999], [8.7715, 24.9381, 27.7028], [7.3681, 24.3799, 27.5170], [6.3819, 25.2863, 27.9623], [6.2348, 26.4601, 27.1921], [10.3392, 26.5323, 30.1043], [10.2527, 26.9129, 28.3684], [11.0380, 25.5507, 28.8254], [9.5476, 24.1681, 27.6541], [8.9894, 25.7101, 26.9547], [7.2457, 23.4507, 28.0696], [7.2340, 24.1690, 26.4499], [5.6314, 26.2855, 26.2999], [7.1850, 26.9922, 27.1187], [5.6320, 27.1436, 27.8004], [12.8621, 23.5805, 25.9195], [13.2053, 23.0118, 27.1542], [12.2784, 21.9927, 27.4838], [12.4796, 21.4590, 28.8912], [11.8383, 22.2875, 29.8366], [12.5278, 23.4441, 30.2335], [11.9592, 24.1975, 25.9644], [12.6590, 22.7705, 25.2005], [13.6502, 24.1336, 25.4079], [12.5191, 21.1566, 26.8063], [11.2281, 22.2455, 27.3189], [13.5203, 21.2258, 29.1410], [11.9805, 20.4870, 28.9274], [13.4534, 23.1817, 30.7599], [11.8082, 23.9276, 30.8988], [12.7597, 24.1778, 29.4550], [15.6471, 30.5142, 23.4810], [14.2788, 30.3833, 23.1512], [14.0501, 29.7119, 21.9308], [12.5921, 29.3731, 21.7820], [12.1829, 28.6609, 22.9314], [10.8237, 28.3027, 22.9688], [15.6996, 30.7541, 24.5437], [16.1261, 31.2880, 22.8812], [16.1445, 29.5397, 23.4351], [14.6670, 28.8084, 21.8824], [14.3254, 30.3921, 21.1153], [12.4045, 28.7579, 20.8947], [11.9976, 30.2900, 21.6966], [10.7937, 27.3941, 22.3536], [10.1530, 29.0842, 22.5879], [10.4227, 28.1155, 23.9634], [8.1603, 27.1636, 19.6384], [8.9966, 26.3457, 18.8589], [8.5317, 26.0696, 17.5510], [9.6351, 25.4768, 16.7153], [10.0975, 24.2871, 17.3096], [11.4328, 23.9864, 17.0152], [8.6539, 27.4362, 20.5687], [7.2064, 26.6593, 19.8146], [8.0223, 28.1201, 19.1191], [8.1127, 26.9865, 17.1155], [7.6825, 25.3902, 17.7272], [10.4469, 26.2070, 16.6208], [9.2798, 25.2855, 15.6964], [11.5562, 23.8488, 15.9336], [11.8049, 23.1410, 17.5890], [12.1460, 24.7926, 17.2412], [9.2039, 22.7884, 24.3918], [9.6238, 24.0635, 24.8609], [9.7398, 25.1076, 23.9226], [8.4032, 25.3815, 23.2249], [7.4076, 25.8941, 24.0760], [7.4953, 27.2995, 24.2150], [9.3817, 22.0829, 25.2009], [9.8015, 22.5361, 23.5128], [8.1307, 22.7881, 24.1929], [10.5069, 24.9239, 23.1619], [10.0830, 25.9307, 24.5526], [8.0503, 24.4450, 22.7959], [8.5727, 26.1029, 22.4164], [7.5886, 27.7427, 23.2145], [8.3814, 27.5516, 24.7994], [6.6050, 27.7481, 24.6433]],
  "forces_ev_per_a": [[0.7, 0.0, 0.0], [-1.3, 0.7, -0.1], [0.0, -0.5, 0.1], [-0.8, 0.3, -0.3], [0.3, -0.1, 0.0], [1.8, -1.1, 0.8], [-0.6, 0.3, -0.2], [-0.6, 0.5, -0.3], [1.0, -0.2, -0.3], [0.0, 0.0, 0.1], [-0.1, 0.0, -0.1], [-0.2, 0.3, 0.2], [0.0, 0.0, 0.0], [-0.3, 0.0, 0.1], [-0.1, -0.1, 0.7], [1.1, 0.3, -0.5], [-0.7, 0.2, 0.0], [1.0, 0.5, -1.6], [-0.2, -0.7, 0.5], [-1.0, -0.2, 0.5], [0.0, 0.1, -0.5], [0.1, -0.8, 1.6], [-0.6, 0.4, -0.5], [0.2, 0.0, 0.3], [0.1, 0.0, -0.1], [0.2, 0.5, -0.2], [0.1, 0.1, -0.1], [0.0, 0.2, -0.2], [-0.6, -0.1, -0.5], [-0.2, 0.5, -0.1], [0.8, -0.8, 1.8], [0.8, 0.7, -0.6], [0.0, 0.1, 0.3], [0.0, -0.3, -0.3], [0.1, 0.0, 0.0], [0.2, 0.2, 0.3], [0.3, -0.1, 0.3], [-0.1, -0.3, -0.4], [-0.3, 0.5, -0.9], [-0.5, -0.6, 0.5], [-0.3, -0.1, -0.5], [0.0, 0.0, 0.1], [0.1, 0.1, 0.1], [-0.1, 0.2, 0.1], [-0.2, -1.0, -0.2], [0.4, -0.1, 0.8], [-0.4, 0.1, -0.8], [-0.5, 0.3, 0.0], [0.5, 0.6, -0.2], [0.1, -0.1, 0.1], [0.2, 0.7, 0.1], [0.1, 0.0, 0.0], [-0.2, 0.3, -0.4], [-0.1, -0.2, 0.1], [0.1, 0.1, 0.0], [0.6, -0.2, 0.3], [-0.2, -0.4, -0.1], [-0.4, 0.2, 0.0], [-0.3, -0.4, -0.2], [0.3, 0.1, 0.3], [0.8, 1.0, -1.0], [0.7, -0.4, 0.0], [-0.1, 0.3, 0.7], [0.2, 0.4, -0.4], [-0.3, -0.4, 0.2], [-0.4, 0.3, 1.3], [-0.4, -0.1, 0.2], [-0.3, 0.2, 0.3], [-0.5, -1.1, 0.4], [-0.2, -0.1, -0.4], [0.0, -0.1, -0.1], [-0.1, 0.1, 0.2], [0.0, -0.1, -0.1], [0.6, -0.1, -0.5], [0.0, -0.2, -0.8], [-0.1, -0.2, 0.1], [-0.5, -0.5, -1.2], [-0.2, 0.6, 0.4], [1.3, -1.2, -0.3], [-0.6, 0.2, -0.2], [0.0, -0.5, -0.2], [-0.2, 0.3, 0.5], [0.0, 0.0, 0.2], [-0.2, 0.0, 0.0], [0.4, 0.2, 0.8], [-0.3, -0.1, -0.1], [0.0, 0.4, 0.1], [0.2, 0.5, -0.1], [-0.2, 0.1, 0.1], [-0.1, 0.1, 0.1], [0.4, 0.1, 0.2], [0.0, -0.4, -0.3], [-0.2, -0.4, 0.7], [-0.3, -0.1, 0.3], [0.2, 0.2, -0.2], [-0.7, -0.1, 0.5], [0.3, 0.4, 1.1], [0.0, -0.3, -1.0], [-0.1, 0.4, -0.1], [0.2, -0.1, -0.1], [0.1, 0.1, -0.5], [0.0, 0.0, 0.0], [0.1, -0.2, -0.2], [0.2, 0.1, -0.2], [0.0, 0.1, 0.0], [-0.9, 0.0, 0.0], [0.2, 0.0, -0.4], [0.8, -0.2, 0.2], [0.0, 0.3, -0.7], [1.3, 0.0, 0.2], [-1.1, -0.1, 1.0], [0.1, 0.3, -0.2], [-0.1, 0.0, 0.8], [1.0, 0.5, -0.8], [0.1, -0.5, 0.1], [-0.1, 0.2, 0.2], [-0.4, 0.0, 0.0], [0.3, -0.1, -0.3], [0.1, -0.2, -0.7], [0.1, 0.0, 0.2], [-0.2, -0.1, 0.0], [0.0, -0.5, 0.1], [-0.5, -0.3, -0.1], [-0.5, 0.3, 0.2], [0.2, 0.8, 0.1], [0.1, -0.6, 0.5], [-0.7, -0.1, 0.2], [0.7, 0.5, 0.1], [-0.7, 0.0, 0.2], [0.6, -0.1, -0.7], [0.2, 0.0, 0.0], [-0.2, -0.4, -0.1], [0.0, -0.1, -0.3], [0.0, -0.2, 0.0], [-0.1, 0.3, -0.3], [-0.2, 0.1, -0.1], [0.1, -0.2, -0.2], [0.1, 0.1, 0.0], [-0.1, 0.3, 0.1], [-0.1, -0.4, 0.4]]
}